<1>
Here is a molecular structure, C3H4N3 from the Open Molecules 2025 dataset. Energies are from the ωB97M-V functional and the def2-TZVPD basis.

For the HOMO energy (spin up / spin down), the calculation gives -14.817 / -13.923 eV. As for the net charge: +1. As for the LUMO energy (spin up / spin down): -6.27 / -5.88 eV. Its HOMO-LUMO gap (spin up / spin down) is 8.55 / 8.04 eV.

Last column: natural (NBO) charge in e.
Cartesian coordinates (Å):
N  1.200  0.223  -0.738  0.0515
N  -3.009  0.595  -0.225  -0.4520
N  0.134  -0.038  -0.351  0.0931
C  -2.018  0.108  0.136  0.5739
C  2.768  -0.352  0.029  -0.0180
C  -0.898  -0.579  0.246  -0.3429
H  -3.648  1.353  -0.018  0.4719
H  3.001  0.382  0.681  0.1507
H  3.323  -0.459  -0.910  0.1847
H  -0.853  -1.233  1.149  0.2870

***

<2>
Here is a gas-phase ion, C3H4N3 (charge +1) from the Open Molecules 2025 dataset. Energies are from the ωB97M-V functional and the def2-TZVPD basis.

For the HOMO energy, the calculation gives -16.850 eV. As for the net charge: +1. As for the LUMO energy: -7.89 eV. As for the SMILES: CC=[N+]=NC#N. Its HOMO-LUMO gap is 8.96 eV.

Last column: natural (NBO) charge in e.
Cartesian coordinates (Å):
N  -0.637  0.702  0.505  0.0989
N  0.144  2.489  -2.083  -0.0466
N  -0.208  1.770  0.162  0.0161
C  0.540  -1.276  0.283  -0.6450
C  -0.671  -0.549  0.620  0.1791
C  -0.168  2.136  -1.045  0.2858
H  0.809  -2.056  0.884  0.2764
H  0.157  -1.607  -0.709  0.2859
H  -1.387  -1.016  1.253  0.2885
H  1.421  -0.593  0.130  0.2609

***

How do the energies compare? Relative to the most stable structure, in kJ/mol: <1> 194.0; <2> 0.0.

***

<1>
Here is a molecular structure, C57H54BaF2N5OPS from the Open Molecules 2025 dataset. Energies are from the ωB97M-V functional and the def2-TZVPD basis.

For the HOMO energy, the calculation gives -6.146 eV. As for the LUMO energy: 0.39 eV. Its HOMO-LUMO gap is 6.53 eV.

Last column: Löwdin charge in e.
Cartesian coordinates (Å):
Ba  0.280  -0.567  0.541  1.5063
S  2.238  -1.851  2.944  0.7962
P  -1.486  2.175  -1.542  1.0978
F  1.091  4.898  2.950  0.0362
F  4.729  3.451  0.420  0.0295
O  3.523  -1.953  2.195  -0.5103
N  -1.123  -3.351  1.252  0.0922
N  2.732  -0.106  -0.555  -0.0588
N  -0.057  -0.684  -2.570  0.0577
N  -1.908  -2.684  -1.358  -0.1506
N  1.503  -3.799  -0.864  0.1148
C  -2.883  -2.710  -0.280  -0.1501
C  2.183  -5.296  0.875  -0.0688
C  -2.399  -3.524  0.892  -0.2864
C  -4.901  1.451  0.545  -0.0692
C  -1.619  2.389  -3.367  -0.3534
C  2.938  4.166  1.711  0.0322
C  1.188  -6.190  0.510  -0.0670
C  -2.517  1.576  -4.063  -0.1215
C  -0.911  3.313  -5.486  -0.0825
C  4.623  -1.316  -1.386  -0.0580
C  1.004  2.737  1.980  -0.1016
C  -2.802  -5.040  2.698  -0.0571
C  2.877  1.941  0.717  -0.1931
C  4.932  0.720  -0.173  -0.0027
C  -1.947  -0.473  2.347  -0.3845
C  -3.592  1.457  0.076  -0.1069
C  3.545  0.838  -0.039  -0.2182
C  -1.487  -4.855  3.085  -0.0521
C  -1.083  6.043  -0.155  -0.0760
C  -4.230  2.956  -1.690  -0.1048
C  -5.873  2.189  -0.111  -0.0860
C  -1.744  -3.996  -1.979  -0.1642
C  0.941  -0.208  -3.310  -0.1416
C  0.510  4.037  -1.200  -0.1328
C  0.365  -5.869  -0.552  -0.0267
C  -3.263  -4.364  1.581  -0.0140
C  1.585  1.711  1.224  -0.2511
C  -2.619  1.638  -5.443  -0.0899
C  -1.092  -1.465  -4.576  -0.0337
C  -2.239  -1.658  -2.332  -0.1523
C  2.300  -4.115  0.160  -0.1389
C  -0.697  -4.003  2.330  -0.1492
C  1.062  5.272  -0.905  -0.0831
C  -1.812  2.506  -6.164  -0.0936
C  3.264  -1.146  -1.200  -0.1968
C  2.257  -0.322  3.854  -0.4121
C  0.264  6.278  -0.379  -0.0822
C  5.469  -0.359  -0.848  -0.0541
C  1.143  1.307  5.191  -0.0285
C  -0.029  -1.001  -5.334  -0.0544
C  2.301  2.083  5.224  -0.2656
C  1.002  -0.342  -4.691  -0.0419
C  2.314  3.397  5.952  -0.0401
C  -0.305  -4.284  -2.396  -0.1015
C  -0.816  3.257  -4.102  -0.0766
C  1.107  0.109  4.500  -0.0761
C  0.555  -4.662  -1.222  -0.2848
C  3.416  0.433  3.852  -0.0589
C  -5.536  2.942  -1.230  -0.0823
C  3.505  3.163  0.955  -0.2265
C  -1.075  -1.272  -3.204  -0.3139
C  -0.857  3.810  -1.032  -0.3695
C  2.348  -2.979  4.332  -0.2172
C  3.427  1.635  4.542  -0.0265
C  -3.243  2.210  -1.042  -0.3934
C  1.678  3.916  2.212  -0.2938
C  -1.646  4.819  -0.490  -0.0690
H  1.629  4.103  5.481  0.0764
H  -5.142  0.870  1.425  0.1062
H  -0.119  3.914  -3.600  0.0906
H  -2.702  4.650  -0.325  0.0966
H  0.248  1.658  5.689  0.1230
H  3.448  5.105  1.869  0.1280
H  -2.546  -0.761  -1.785  0.1023
H  -1.074  -5.357  3.950  0.1038
H  -1.890  2.558  -7.242  0.0993
H  -0.018  -1.135  -6.408  0.1104
H  -3.458  -5.696  3.256  0.1076
H  1.724  0.314  -2.776  0.0939
H  3.309  3.840  5.942  0.0768
H  1.841  0.068  -5.236  0.1079
H  1.058  -7.123  1.043  0.1095
H  -1.941  -1.955  -5.035  0.1167
H  -3.868  -3.080  -0.612  0.1340
H  0.184  -0.455  4.437  0.0947
H  -2.039  -4.757  -1.252  0.1132
H  -0.415  -6.548  -0.875  0.1177
H  -3.024  -1.687  0.078  0.0948
H  5.578  1.464  0.262  0.1070
H  -0.280  4.002  -6.034  0.1022
H  2.864  -5.505  1.689  0.1049
H  -1.634  -0.996  3.270  -0.0955
H  0.009  2.640  2.406  0.1046
H  4.998  -2.179  -1.919  0.1046
H  2.375  -3.992  3.933  0.0425
H  0.337  -3.839  2.603  0.0595
H  3.263  -2.755  4.877  0.0701
H  -1.704  6.816  0.281  0.1024
H  2.121  5.436  -1.059  0.1073
H  4.322  2.246  4.539  0.1166
H  -3.333  1.004  -5.955  0.1043
H  -2.844  0.880  0.612  0.0330
H  -2.297  0.512  2.696  -0.0772
H  -4.285  -4.470  1.243  0.1134
H  -2.430  -4.107  -2.833  0.1254
H  -3.092  -1.956  -2.966  0.1300
H  1.473  -2.842  4.966  0.0634
H  -6.895  2.184  0.248  0.1003
H  1.150  3.235  -1.554  0.1048
H  -3.165  0.900  -3.516  0.1012
H  -0.305  -5.098  -3.128  0.1236
H  2.003  3.277  6.991  0.0814
H  6.543  -0.454  -0.944  0.1077
H  3.054  -3.382  0.424  0.0795
H  2.566  -1.888  -1.573  0.0737
H  -3.972  3.550  -2.559  0.1121
H  -6.292  3.524  -1.742  0.1016
H  -2.864  -1.011  2.050  -0.0886
H  4.277  0.085  3.295  0.1117
H  0.149  -3.419  -2.878  0.0993
H  0.697  7.237  -0.124  0.1031

***

<2>
Here is a molecular structure, C57H54BaF2N5OPS from the Open Molecules 2025 dataset. Energies are from the ωB97M-V functional and the def2-TZVPD basis.

For the HOMO energy, the calculation gives -5.974 eV. As for the LUMO energy: 0.44 eV. Its HOMO-LUMO gap is 6.42 eV.

Last column: Löwdin charge in e.
Cartesian coordinates (Å):
Ba  0.788  -0.751  -0.510  1.4912
S  1.172  -4.243  -1.777  0.8954
P  -2.235  1.676  1.029  1.1049
F  5.813  -2.075  2.333  0.0438
F  6.320  -1.958  -2.301  0.0442
O  0.294  -3.260  -2.484  -0.6033
N  1.593  0.280  -3.733  0.1134
N  0.759  2.769  -2.614  -0.1468
N  2.560  2.080  0.122  0.1015
N  1.911  -1.164  2.184  0.0479
N  -1.380  0.508  -2.849  0.0993
C  -2.316  4.449  1.855  -0.0934
C  1.339  -1.912  4.382  -0.0576
C  -0.466  2.099  3.078  -0.1316
C  2.061  -1.027  -5.683  -0.0530
C  3.843  -1.949  0.973  -0.2161
C  -1.815  0.729  5.055  -0.0798
C  -1.337  -1.669  0.951  -0.4013
C  2.982  -1.969  2.181  -0.2526
C  -2.570  5.791  1.593  -0.0879
C  2.433  -2.765  4.381  -0.0736
C  -0.612  1.354  5.353  -0.0947
C  1.883  3.149  0.551  -0.3123
C  2.137  1.353  -5.786  -0.0324
C  -3.361  3.859  -0.220  -0.1149
C  2.288  0.129  -6.413  -0.0646
C  -1.700  1.517  2.779  -0.3750
C  3.438  3.482  2.343  -0.0633
C  1.114  -1.147  3.251  -0.1390
C  -1.610  -5.154  1.026  -0.0380
C  -0.866  -5.186  2.203  -0.2688
C  -3.931  0.975  1.020  -0.3830
C  -4.941  1.478  1.839  -0.1009
C  4.143  -1.806  -1.389  -0.1119
C  -5.489  -0.614  0.100  -0.0767
C  3.255  -1.808  -0.304  -0.2966
C  6.087  -2.049  0.027  0.0461
C  -1.963  -0.824  -4.745  -0.0538
C  5.505  -1.945  -1.220  -0.2902
C  -6.215  0.933  1.792  -0.0831
C  1.121  -4.688  0.928  -0.0713
C  1.677  2.722  -3.737  -0.1308
C  -1.005  -4.885  -0.189  -0.0831
C  1.067  3.872  -1.715  -0.1786
C  2.294  3.876  1.665  -0.0373
C  3.255  -2.804  3.270  -0.0244
C  -2.356  0.806  3.778  -0.0779
C  -4.214  -0.068  0.144  -0.0998
C  -1.730  0.254  -5.584  -0.0570
C  1.709  -0.897  -4.348  -0.1374
C  -1.321  1.455  -5.029  -0.0295
C  -2.700  3.466  0.947  -0.3722
C  -1.779  -0.643  -3.383  -0.1481
C  -1.533  -5.402  3.532  -0.0405
C  -3.622  5.194  -0.478  -0.0854
C  5.228  -2.040  1.106  -0.2365
C  -3.213  6.168  0.425  -0.0964
C  4.145  2.382  1.886  -0.0508
C  0.069  2.036  4.354  -0.0839
C  0.505  -4.954  2.139  -0.0334
C  0.843  -5.828  -2.623  -0.2213
C  1.785  1.387  -4.440  -0.2742
C  0.361  -4.664  -0.231  -0.4045
C  3.664  1.714  0.770  -0.1207
C  -0.651  2.810  -3.002  -0.1249
C  0.681  3.560  -0.257  -0.1243
C  -1.138  1.539  -3.654  -0.2836
C  -6.487  -0.116  0.924  -0.0899
H  -2.682  -5.301  1.072  0.1163
H  1.444  3.496  -4.490  0.1281
H  -1.860  0.160  -6.655  0.1085
H  -3.674  3.097  -0.927  0.1054
H  -2.609  -5.518  3.417  0.0749
H  -0.844  3.661  -3.680  0.1277
H  2.566  0.076  -7.458  0.1063
H  2.141  4.055  -1.754  0.1153
H  -5.707  -1.436  -0.570  0.1022
H  -0.992  -2.340  1.751  -0.0732
H  -7.483  -0.541  0.886  0.0998
H  1.297  -5.762  -3.611  0.0475
H  -3.283  0.290  3.564  0.1039
H  3.773  -1.688  -2.406  0.0820
H  1.279  -6.649  -2.058  0.0601
H  1.496  -1.775  -3.744  0.0723
H  -4.143  5.480  -1.383  0.1021
H  2.676  2.939  -3.350  0.1302
H  -0.200  1.300  6.352  0.1025
H  -1.136  -6.289  4.029  0.0821
H  -1.828  4.173  2.780  0.0937
H  5.048  2.048  2.378  0.1060
H  -2.284  -1.780  -5.136  0.1063
H  -1.349  -4.545  4.182  0.0807
H  1.026  2.501  4.558  0.1038
H  0.668  -1.849  5.228  0.1010
H  -3.422  -0.449  -0.490  0.0789
H  -2.084  -2.236  0.376  -0.0747
H  2.282  2.275  -6.336  0.1117
H  4.176  0.840  0.378  0.1017
H  1.720  4.733  1.996  0.1149
H  -0.236  -5.942  -2.713  0.0503
H  3.779  4.030  3.213  0.1076
H  -6.994  1.330  2.431  0.1013
H  -2.263  6.545  2.307  0.1014
H  0.197  4.420  0.209  0.1101
H  -0.032  2.732  -0.268  0.0563
H  -2.338  0.177  5.826  0.1035
H  2.643  -3.394  5.237  0.1077
H  -1.238  2.961  -2.094  0.1047
H  0.571  4.801  -2.038  0.1236
H  2.185  -4.479  0.887  0.1062
H  -3.392  7.215  0.217  0.0991
H  -1.592  -4.812  -1.096  0.1157
H  2.151  -2.005  -6.134  0.1044
H  -4.728  2.306  2.506  0.1116
H  0.251  -0.496  3.185  0.0838
H  7.157  -2.117  0.163  0.1252
H  4.099  -3.477  3.237  0.1154
H  0.082  2.605  2.293  0.0753
H  -1.953  -1.457  -2.685  0.1012
H  1.090  -4.946  3.052  0.1096
H  -1.891  -0.868  1.456  -0.1210
H  -1.126  2.315  -5.657  0.1150

***

How do the energies compare? Relative to the most stable structure, in kJ/mol: <1> 0.0; <2> 22.9.

***

<1>
Here is a single C8H12 molecule from the Open Molecules 2025 dataset. Energies are from the ωB97M-V functional and the def2-TZVPD basis.

For the HOMO energy, the calculation gives -8.941 eV. As for the LUMO energy: 1.07 eV. As for the SMILES: C=C1C[C@@H]1/C(C)=C\C. Its HOMO-LUMO gap is 10.01 eV.

Last column: natural (NBO) charge in e.
Cartesian coordinates (Å):
C  1.746  -0.492  0.715  -0.1798
C  -0.461  -0.020  -0.523  -0.2832
C  -2.815  1.379  -1.277  -0.4254
C  0.829  0.367  0.266  0.0213
C  -1.661  -0.776  -0.201  -0.4622
C  0.798  1.812  0.602  -0.6230
C  -1.874  0.501  -0.849  0.0519
C  1.703  -2.015  0.504  -0.6259
H  -2.182  -0.894  0.769  0.2249
H  0.049  2.024  1.320  0.2162
H  -1.825  -1.708  -0.679  0.2130
H  2.691  -0.068  1.237  0.1987
H  -2.477  2.303  -1.795  0.2007
H  1.648  -2.405  1.407  0.2097
H  -3.858  1.242  -1.145  0.2039
H  -0.148  -0.352  -1.429  0.2210
H  0.934  -2.268  -0.190  0.2129
H  0.674  2.436  -0.217  0.2124
H  2.697  -2.373  0.118  0.2083
H  1.768  1.919  1.057  0.2044

***

<2>
Here is a single C8H12 molecule from the Open Molecules 2025 dataset. Energies are from the ωB97M-V functional and the def2-TZVPD basis.

For the HOMO energy (spin up / spin down), the calculation gives -7.057 / -8.086 eV. As for the LUMO energy (spin up / spin down): 0.10 / 0.08 eV. Its HOMO-LUMO gap (spin up / spin down) is 7.15 / 8.17 eV.

Last column: natural (NBO) charge in e.
Cartesian coordinates (Å):
C  -1.576  0.309  0.838  -0.6812
C  0.949  -1.647  -0.590  -0.1435
C  -0.398  0.275  -0.093  0.1067
C  -0.427  0.995  -1.344  -0.2459
C  -1.460  1.681  -1.898  -0.3836
C  0.677  -0.546  0.364  -0.1684
C  0.967  -0.732  1.830  -0.6069
C  1.963  -0.616  -0.483  -0.4363
H  -2.004  -0.724  1.002  0.2280
H  2.087  -0.031  -1.452  0.2074
H  -2.439  1.030  0.650  0.2237
H  -2.472  1.921  -1.446  0.2010
H  0.102  -0.976  2.558  0.2160
H  0.293  -1.909  -1.538  0.2063
H  0.471  0.843  -1.801  0.1942
H  1.616  0.006  2.388  0.2159
H  -1.250  2.045  -2.848  0.1901
H  1.521  -1.580  1.984  0.2193
H  -1.436  0.467  1.885  0.2334
H  2.816  -0.810  -0.004  0.2240

***

<3>
Here is a single C8H12 molecule from the Open Molecules 2025 dataset. Energies are from the ωB97M-V functional and the def2-TZVPD basis.

For the HOMO energy, the calculation gives -8.133 eV. As for the LUMO energy: -0.08 eV. Its HOMO-LUMO gap is 8.05 eV.

Last column: natural (NBO) charge in e.
Cartesian coordinates (Å):
C  1.913  -1.405  -0.073  -0.6531
C  0.336  0.322  1.470  -0.1906
C  1.332  0.930  -0.772  -0.6551
C  -2.024  1.288  0.883  -0.6578
C  -0.940  0.195  1.046  0.1084
C  -1.295  -1.161  0.549  -0.6523
C  1.621  0.294  1.836  -0.0467
C  1.384  -0.092  0.359  0.0367
H  -1.616  -0.985  -0.457  0.2126
H  -0.316  -1.794  0.497  0.2324
H  -2.225  1.952  1.807  0.2377
H  0.893  1.858  -0.413  0.2187
H  -2.176  -1.675  1.085  0.2281
H  2.344  1.255  -1.058  0.2283
H  -2.986  0.710  0.764  0.2216
H  1.782  -1.553  -1.125  0.2138
H  2.949  -1.486  0.145  0.2466
H  0.829  0.781  -1.825  0.2149
H  1.383  -2.395  0.332  0.2206
H  -1.792  2.005  0.120  0.2351

***

How do the energies compare? Relative to the most stable structure, in kJ/mol: <1> 0.0; <2> 172.4; <3> 206.3.